# C89H200N8O15

15 unconnected molecules or ions with the total composition C89H200N8O15 at a distorted geometry (ωB97M-V with the def2-TZVPD basis set, the Open Molecules 2025 dataset).

The geometry in ORCA input format:
```
! RIJCOSX wB97M-V def2-TZVPD def2/J DEFGRID3
* xyz 0 1
C -9.23 16.17 22.49
C -7.81 15.86 22.03
C -6.81 16.46 23.06
C -6.62 15.67 24.38
C -6.23 14.23 23.95
C -7.23 13.51 23.05
N -7.52 14.42 21.90
O -8.68 13.87 21.17
C -6.51 12.27 22.55
C -8.47 13.11 23.79
C -7.55 16.58 20.73
H -10.02 15.47 22.13
H -9.47 17.17 22.08
H -9.26 16.19 23.62
H -5.85 16.60 22.52
H -7.08 17.52 23.17
H -7.58 15.62 24.92
H -5.72 16.12 24.94
H -6.19 13.59 24.82
H -5.27 14.30 23.40
H -6.46 11.58 23.39
H -7.06 11.72 21.82
H -5.53 12.53 22.16
H -8.27 12.32 24.52
H -8.73 14.02 24.33
H -9.26 12.86 23.10
H -7.70 17.65 20.88
H -8.23 16.31 19.92
H -6.53 16.31 20.32
H -8.27 13.57 20.37
C -12.54 12.40 17.65
C -11.84 11.35 18.67
C -11.99 9.98 18.00
C -11.32 8.89 18.76
C -9.83 9.20 18.86
C -9.60 10.62 19.42
N -10.42 11.56 18.65
O -10.13 12.92 18.99
C -9.88 10.60 20.97
C -8.14 10.90 19.18
C -12.61 11.50 19.97
H -12.67 13.43 18.05
H -13.54 11.99 17.50
H -11.99 12.39 16.69
H -13.03 9.65 17.84
H -11.49 10.08 17.01
H -11.37 7.92 18.21
H -11.75 8.70 19.76
H -9.44 9.09 17.85
H -9.31 8.46 19.52
H -10.51 11.39 21.37
H -10.54 9.71 21.17
H -8.93 10.55 21.50
H -7.69 11.77 19.71
H -7.54 10.13 19.56
H -7.92 10.97 18.09
H -12.62 10.68 20.70
H -13.65 11.62 19.69
H -12.36 12.45 20.47
H -10.47 13.11 19.90
C -18.98 16.71 15.31
C -18.83 16.97 16.83
C -17.34 17.16 17.20
C -16.70 18.53 16.85
C -17.58 19.60 17.48
C -19.05 19.52 17.08
N -19.54 18.14 17.45
O -20.96 17.97 17.21
C -19.68 20.58 18.10
C -19.35 20.07 15.69
C -19.30 15.71 17.50
H -20.03 16.89 15.09
H -18.68 15.70 15.05
H -18.44 17.44 14.71
H -17.23 17.03 18.28
H -16.89 16.29 16.80
H -16.71 18.76 15.77
H -15.67 18.56 17.23
H -17.19 20.57 17.23
H -17.63 19.56 18.58
H -19.67 20.29 19.15
H -19.20 21.53 17.95
H -20.68 20.74 17.75
H -20.07 19.41 15.19
H -19.67 21.09 15.88
H -18.43 20.12 15.04
H -18.56 14.91 17.24
H -20.28 15.45 17.13
H -19.37 15.78 18.57
H -21.30 18.19 18.07
C -15.09 24.83 25.01
C -15.13 24.00 26.34
C -16.60 23.52 26.61
C -17.05 22.28 25.80
C -16.07 21.14 26.11
C -14.56 21.53 25.79
N -14.25 22.78 26.43
O -12.88 23.18 26.09
C -13.61 20.48 26.39
C -14.39 21.51 24.21
C -14.75 24.99 27.45
H -14.76 24.23 24.18
H -14.36 25.64 25.10
H -16.07 25.22 24.80
H -16.71 23.39 27.68
H -17.22 24.38 26.31
H -16.92 22.48 24.74
H -18.06 21.93 26.04
H -16.39 20.33 25.42
H -16.24 20.90 27.16
H -12.62 20.78 26.11
H -13.69 20.55 27.47
H -13.93 19.48 26.04
H -13.52 22.13 23.90
H -14.21 20.47 23.96
H -15.25 21.93 23.66
H -14.59 24.49 28.44
H -15.49 25.80 27.37
H -13.76 25.39 27.21
H -12.43 23.17 26.95
C -12.79 16.63 25.19
C -13.54 15.31 25.11
C -13.48 14.58 26.44
C -14.40 15.17 27.48
C -15.83 15.22 26.92
C -15.88 15.98 25.57
N -14.95 15.34 24.66
O -15.08 15.97 23.39
C -17.34 15.79 25.04
C -15.79 17.46 25.90
C -12.79 14.38 24.07
H -12.93 17.10 26.16
H -13.15 17.31 24.38
H -11.72 16.63 24.97
H -13.75 13.55 26.34
H -12.46 14.58 26.84
H -14.14 16.22 27.75
H -14.33 14.54 28.38
H -16.52 15.63 27.65
H -16.12 14.18 26.73
H -17.42 14.78 24.63
H -17.96 15.91 25.96
H -17.71 16.51 24.34
H -15.72 17.99 24.98
H -16.77 17.71 26.37
H -15.01 17.76 26.58
H -13.08 13.32 24.17
H -11.70 14.50 24.14
H -13.07 14.62 23.01
H -14.86 16.93 23.37
C -12.66 25.33 22.42
C -11.15 25.01 22.22
C -10.50 26.21 21.52
C -10.27 27.33 22.54
C -9.36 26.81 23.61
C -9.97 25.67 24.39
N -10.39 24.68 23.40
O -11.03 23.57 24.09
C -8.96 25.01 25.27
C -11.13 26.34 25.18
C -11.07 23.81 21.25
H -12.86 25.49 23.45
H -13.32 24.54 22.12
H -12.98 26.27 21.92
H -9.49 25.90 21.17
H -11.00 26.56 20.62
H -11.23 27.61 22.98
H -9.88 28.23 22.07
H -9.04 27.62 24.33
H -8.41 26.50 23.14
H -8.63 25.69 26.09
H -9.36 24.19 25.81
H -8.02 24.73 24.76
H -11.72 25.69 25.75
H -10.89 27.08 25.93
H -11.85 26.74 24.46
H -11.49 24.04 20.29
H -11.49 22.91 21.71
H -10.04 23.48 21.02
H -11.75 24.02 24.59
C -12.20 20.09 20.82
C -12.59 18.62 20.40
C -14.02 18.66 19.87
C -14.31 17.36 19.22
C -13.31 16.98 18.17
C -11.85 17.03 18.68
N -11.67 18.25 19.35
O -10.33 18.22 19.87
C -11.51 15.73 19.47
C -10.89 17.07 17.50
C -12.51 17.60 21.56
H -12.89 20.44 21.56
H -12.25 20.80 19.97
H -11.21 20.09 21.31
H -14.75 18.77 20.64
H -14.10 19.55 19.20
H -15.27 17.36 18.72
H -14.49 16.59 19.95
H -13.34 17.70 17.33
H -13.63 15.99 17.72
H -11.08 14.98 18.83
H -10.80 15.92 20.26
H -12.41 15.20 19.89
H -9.83 16.96 17.75
H -11.08 16.24 16.83
H -11.02 18.01 17.00
H -13.28 17.88 22.30
H -11.57 17.62 22.17
H -12.67 16.63 21.13
H -9.89 18.98 19.49
C -15.98 26.58 22.23
C -16.28 25.90 20.85
C -15.22 26.41 19.81
C -15.46 25.75 18.44
C -15.28 24.27 18.70
C -16.17 23.61 19.75
N -16.13 24.44 20.94
O -16.89 23.85 22.01
C -17.59 23.25 19.19
C -15.48 22.28 20.07
C -17.65 26.46 20.43
H -16.80 26.39 22.90
H -15.82 27.63 22.10
H -15.05 26.30 22.73
H -15.30 27.52 19.83
H -14.27 26.05 20.19
H -14.81 26.14 17.65
H -16.46 25.98 18.07
H -14.28 24.08 19.09
H -15.40 23.60 17.85
H -17.43 22.42 18.47
H -18.22 22.85 19.98
H -18.01 24.06 18.62
H -15.19 21.75 19.12
H -14.59 22.39 20.69
H -16.28 21.69 20.59
H -17.48 27.54 20.27
H -18.35 26.33 21.30
H -18.06 25.94 19.59
H -16.24 23.81 22.73
C -8.17 22.46 18.42
C -9.36 21.68 17.97
C -9.69 21.79 16.50
O -9.02 20.26 18.15
H -8.30 23.53 18.24
H -7.28 22.07 17.92
H -8.06 22.28 19.56
H -10.25 21.90 18.53
H -10.10 22.82 16.32
H -10.35 20.99 16.16
H -8.70 21.68 16.08
H -9.15 19.80 17.31
C -10.36 19.79 23.99
C -8.99 20.38 24.37
C -8.28 21.02 23.19
O -9.32 21.38 25.41
H -10.29 18.98 23.25
H -10.92 20.60 23.44
H -10.90 19.40 24.88
H -8.38 19.65 24.94
H -7.42 21.60 23.66
H -8.84 21.84 22.64
H -7.86 20.34 22.43
H -9.87 22.06 24.99
C -18.83 18.15 21.44
C -17.55 18.89 21.67
C -17.69 20.07 22.66
O -16.65 17.98 22.35
H -19.57 18.87 21.19
H -19.21 17.66 22.31
H -18.84 17.44 20.63
H -17.20 19.30 20.71
H -18.06 19.73 23.60
H -18.37 20.87 22.37
H -16.66 20.43 22.82
H -16.80 17.10 21.92
C -6.40 16.01 16.71
C -7.31 14.84 17.07
O -8.52 14.98 16.22
H -6.95 16.97 16.87
H -6.00 15.93 15.71
H -5.53 16.09 17.40
H -7.56 14.88 18.17
H -6.88 13.86 16.90
H -9.17 14.32 16.45
C -16.29 14.03 19.27
C -16.12 14.04 20.75
O -16.65 15.16 21.37
H -16.07 13.11 18.69
H -15.74 14.80 18.77
H -17.35 14.18 19.12
H -15.04 14.07 20.97
H -16.54 13.13 21.26
H -16.17 15.24 22.21
C -13.57 21.40 16.00
C -14.35 22.25 15.02
O -15.74 21.85 15.05
H -13.59 20.29 15.82
H -13.94 21.59 17.03
H -12.53 21.66 15.95
H -13.93 22.18 14.00
H -14.38 23.29 15.42
H -16.02 21.78 14.12
C -10.08 16.53 13.56
C -9.69 17.91 14.01
O -8.98 17.99 15.22
H -10.86 16.12 14.24
H -9.24 15.80 13.67
H -10.44 16.46 12.53
H -10.69 18.46 14.11
H -9.04 18.40 13.24
H -8.99 17.12 15.68
*
```

Computed properties:
- E_HOMO (eV) = -8.1319
- E (eV) = -138158.89590
- relative energy (zero: lowest compared OMol25 entry of this formula, charge and spin) (kJ/mol) = 0.0
- frontier orbital gap (eV) = 8.7

Results of the Mulliken charge analysis, in e, for atoms 1 through 4:
1. C 0.190
2. C 2.583
3. C -1.562
4. C -0.394